ORCA calculation (wB97M-V/def2-TZVPD) on C10H26NO2PPtS as an isolated structure in a non-equilibrium geometry.

For the energy relative to the best compared isomer or geometry (same formula, charge and spin), the calculation gives 39.3 kJ/mol. As for the charge: +2. Its HOMO-LUMO gap is 3.192 eV. As for the highest occupied orbital energy: -15.40 eV.

Last column: Mulliken charge in e.
Element x y z (Å)
C: 3.7086 -1.5276 1.7899  -1.232
C: 4.1111 -1.0220 0.4155  -0.524
C: 3.4420 0.2904 -0.0092  -0.193
C: 2.4553 0.1461 -1.1609  -1.158
N: 1.0223 0.0410 -0.6918  -0.140
P: -0.0330 1.1620 -1.2749  0.315
S: 1.1612 2.9060 -0.4039  -0.041
C: -1.4133 1.9226 -0.3050  -1.565
C: -1.3788 1.6492 1.2101  0.680
C: -2.7155 1.1160 1.7323  -1.357
O: -1.0813 2.9060 1.7831  -0.516
O: -1.0663 0.0519 -2.1361  -0.698
C: -2.0005 -0.7864 -1.7204  0.015
C: -1.7802 -1.8157 -0.6499  -0.210
C: -3.0756 -2.4992 -0.2690  -1.665
H: 4.4582 -2.1931 2.1932  0.378
H: 3.5903 -0.7009 2.4800  0.338
H: 2.7696 -2.0706 1.7601  0.262
H: 3.9263 -1.7915 -0.3255  0.294
H: 5.1797 -0.8527 0.4320  0.377
H: 4.1764 1.0402 -0.2718  0.385
H: 2.8915 0.6737 0.8441  0.130
H: 2.5689 0.9322 -1.8969  0.484
H: 2.6639 -0.7770 -1.6836  0.603
H: 0.6888 -0.8858 -0.9230  0.235
H: 0.2337 1.7631 -2.4855  0.191
H: 1.5363 2.4229 0.7735  0.181
H: -1.2684 2.9941 -0.3622  0.946
H: -2.3685 1.7433 -0.8076  0.539
H: -0.5744 0.9682 1.4718  0.309
H: -2.9557 1.6591 2.6354  0.413
H: -3.5291 1.2919 1.0416  0.295
H: -2.6503 0.0721 1.9925  0.283
H: -0.4617 2.8214 2.5131  0.401
H: -2.3798 -1.3128 -2.6218  1.022
H: -2.9808 -0.1311 -1.2690  -0.576
H: -1.1346 -2.5588 -1.1173  0.501
H: -1.2377 -1.4248 0.2039  0.281
H: -3.6359 -2.7514 -1.1700  0.425
H: -2.8909 -3.4396 0.2282  0.404
H: -3.7090 -1.8760 0.3457  0.382
Pt: -4.2627 -0.1564 -2.2908  0.807